{"formula": "C8H9ClN2S", "method": "ωB97M-V/def2-TZVPD", "elements": ["Cl", "S", "N", "N", "C", "C", "C", "C", "C", "C", "C", "C", "H", "H", "H", "H", "H", "H", "H", "H", "H"], "xyz": [[-1.18908, -2.49158, 4.09432], [-1.21991, 0.58268, -1.40173], [1.23057, 0.11039, -0.56493], [1.06199, 1.26632, -2.59105], [1.06760, -0.05102, 1.81113], [0.45402, -0.67366, 2.90397], [-0.33162, -1.49783, 0.37876], [0.56180, 0.58074, -1.63183], [0.71220, -0.61987, 0.51020], [-1.30726, 1.86550, -2.76182], [-0.96370, -1.97412, 1.51217], [-0.47114, -1.70121, 2.76983], [-1.11525, 2.99359, -2.32248], [1.79659, 0.76671, 2.03998], [-2.39501, 1.87923, -2.72855], [2.10749, 1.15818, -2.53000], [0.85133, -0.23247, 3.85827], [-0.59410, -1.85356, -0.51968], [-0.61012, 1.79134, -3.68569], [-1.79619, -2.62922, 1.27185], [2.14979, 0.72987, -0.41272]], "forces_ev_per_angstrom": [[-0.19, -0.22, 0.89], [1.31, 1.28, -2.20], [4.43, 0.80, 0.45], [2.08, -1.13, 0.61], [-1.14, -2.20, -0.48], [2.12, 1.53, 0.81], [1.51, 0.98, 3.07], [-1.22, 1.08, -0.20], [1.01, 3.64, 1.78], [-0.63, 2.94, 1.45], [0.09, -0.83, -0.63], [-0.66, 0.81, -0.75], [0.09, -2.93, -0.74], [-0.76, -0.87, -0.84], [-0.26, 0.11, -1.67], [-1.08, 0.26, -0.19], [-1.03, -1.09, -0.53], [-1.04, -1.07, -3.20], [-2.01, -0.56, 1.66], [0.07, -0.16, 0.81], [-2.72, -2.37, -0.09]], "total_charge": 0, "energy_ev": -34777.583, "orbital_gap_ev": 8.952, "smiles": "[H]/N=C(\\Nc1ccc(Cl)cc1)SC", "homo_energy_ev": -8.4, "largest_force_ha_per_bohr": 0.08800}